{"formula": "C23H44CoNOP3", "method": "ωB97M-V with the def2-TZVPD basis set", "species": ["Co", "P", "P", "P", "H", "C", "C", "H", "C", "C", "C", "C", "C", "C", "C", "C", "C", "H", "H", "H", "H", "H", "H", "H", "H", "H", "H", "H", "H", "H", "H", "H", "H", "H", "H", "H", "H", "H", "H", "H", "H", "H", "H", "H", "H", "H", "C", "C", "C", "C", "C", "C", "O", "H", "H", "H", "H", "H", "H", "N", "C", "C", "C", "C", "C", "C", "H", "H", "H", "H", "H", "H", "H"], "xyz": [[0.858832, 0.417289, -0.521649], [1.943410, 1.047036, 1.202530], [-0.459901, 2.027914, -0.527418], [2.392826, -0.455290, -1.529655], [-1.537649, -0.800580, 0.540460], [-0.581485, -1.327023, 0.389669], [0.273737, -1.655460, 1.418633], [0.092095, -1.336417, 2.446317], [1.257159, 1.368682, 2.868238], [2.843801, 2.612416, 0.866710], [3.328162, -0.016751, 1.726830], [-2.103780, 1.369638, -0.973319], [-0.931239, 3.291875, 0.725298], [0.110267, 3.121599, -1.889174], [3.181979, -2.036507, -0.969589], [3.833505, 0.574634, -2.048950], [1.949734, -1.095789, -3.183124], [-0.510468, -1.845138, -0.585127], [1.110077, -2.329901, 1.218327], [0.996201, 0.420467, 3.353622], [0.402420, 2.053721, 2.870192], [2.060505, 1.827959, 3.455810], [2.154398, 3.448671, 0.709011], [3.494678, 2.493647, -0.005546], [3.459463, 2.817221, 1.748216], [2.945112, -1.003573, 2.000987], [3.776584, 0.445965, 2.611104], [4.091329, -0.102058, 0.949340], [-2.385191, 1.820292, -1.932253], [-2.834435, 1.648835, -0.184601], [-2.093208, 0.276277, -1.037017], [-1.157240, 4.232727, 0.198507], [-0.131306, 3.483601, 1.446940], [-1.821723, 2.971273, 1.278567], [-0.600280, 3.952093, -2.019888], [0.220373, 2.548722, -2.819432], [1.101222, 3.517445, -1.634693], [3.769213, -2.415091, -1.819757], [2.399426, -2.766103, -0.717142], [3.826833, -1.914194, -0.092881], [4.293216, 0.071608, -2.907511], [4.557328, 0.707300, -1.240704], [3.472639, 1.563027, -2.350277], [2.808678, -1.618574, -3.632432], [1.599611, -0.275839, -3.818245], [1.113600, -1.773909, -3.006532], [-1.324259, -1.303077, -4.241229], [-2.497780, -0.857006, -4.868208], [-3.144588, -1.708189, -5.754345], [-2.564887, -2.914286, -6.146934], [-1.316199, -3.276563, -5.642719], [-0.688018, -2.484422, -4.676978], [-0.877118, -0.634272, -3.109527], [-0.694839, 0.315816, -3.315560], [-2.885834, 0.134168, -4.591897], [-4.126728, -1.408663, -6.110615], [-3.084506, -3.566131, -6.842213], [-0.849809, -4.198998, -5.979183], [0.294480, -2.794866, -4.306734], [-2.157472, 0.403417, 3.130101], [-2.330672, -0.089175, 4.393603], [-1.302353, -0.828326, 5.039337], [-1.520411, -1.351382, 6.321066], [-2.775979, -1.212080, 6.940510], [-3.806184, -0.511581, 6.290718], [-3.595158, 0.024064, 5.022058], [-1.257249, 0.380463, 2.665855], [-2.936523, 0.798416, 2.617678], [-0.332708, -0.941279, 4.546035], [-0.697841, -1.858680, 6.831028], [-2.955380, -1.693107, 7.903423], [-4.770674, -0.394963, 6.779971], [-4.371829, 0.606979, 4.526397]], "forces_ev_per_a": [[-2.94, -1.70, 1.36], [2.39, 1.18, 2.26], [-2.59, 3.52, -0.24], [5.16, -2.99, -3.74], [0.66, -0.22, 0.19], [0.42, -1.06, 0.90], [-1.21, 0.38, -1.82], [0.18, -0.10, -0.37], [-0.26, 0.10, 0.01], [-0.22, -0.19, 0.10], [-0.07, 0.05, 0.10], [-0.43, -0.07, 0.22], [0.40, -0.02, 0.31], [0.08, -0.29, -0.14], [-0.17, 0.23, 0.59], [-0.27, 0.23, 0.50], [-0.56, 0.19, 0.17], [0.09, 0.35, 0.46], [-0.22, 0.24, 0.24], [0.05, 0.26, -0.07], [0.14, -0.20, 0.05], [-0.18, -0.06, -0.04], [0.18, -0.09, -0.01], [-0.13, 0.10, 0.14], [-0.01, 0.13, -0.19], [0.24, 0.05, -0.05], [0.07, -0.14, -0.11], [-0.12, -0.02, 0.17], [-0.25, -0.26, 0.21], [0.37, -0.01, -0.64], [-0.10, 0.40, -0.47], [0.00, -0.37, 0.22], [-0.14, 0.14, -0.20], [0.23, 0.08, -0.13], [0.23, -0.30, -0.07], [-0.11, 0.24, 0.10], [-0.22, 0.04, -0.01], [-0.19, 0.13, 0.37], [0.21, 0.10, -0.20], [-0.11, -0.08, -0.30], [-0.01, 0.16, 0.27], [0.00, -0.05, -0.16], [0.13, -0.11, -0.11], [-0.29, 0.31, 0.21], [0.11, -0.31, -0.08], [0.32, 0.08, -0.31], [-0.58, -0.98, -1.35], [0.57, -0.23, 0.72], [-0.07, 0.28, -0.17], [0.11, 0.09, 0.23], [-0.28, 0.24, 0.04], [-0.24, 0.43, 0.18], [0.82, 1.63, 0.54], [-0.44, -1.16, -0.11], [-0.13, -0.61, -0.09], [0.23, -0.11, -0.21], [0.09, 0.11, 0.09], [-0.01, 0.20, 0.08], [-0.63, 0.07, -0.04], [-0.14, -0.39, 1.22], [0.11, -0.25, -1.40], [0.43, -0.33, 1.49], [0.92, 0.47, -1.52], [-0.06, -0.23, 0.04], [-0.15, 0.52, -1.09], [-0.83, 0.18, 1.26], [-0.20, -0.06, 0.24], [0.05, 0.02, 0.24], [-0.35, -0.03, 0.32], [-0.39, 0.06, -0.18], [0.05, 0.28, -0.20], [0.18, -0.01, -0.17], [0.06, -0.25, 0.15]], "s2": 6.045, "charge": 3, "de_lowest_kj_mol": 8.4, "spin_multiplicity": 5}